57
Properties=species:S:1:pos:R:3:lowdin_charge:R:1 method="wB97M-V/def2-TZVPD" multiplicity=3 e_lumo_ev="-7.683 / -7.373" charge=+2 fmax_ev_per_a=0.51 homo_lumo_gap_ha="0.2304 / 0.2536" homo_energy_ev="-13.95 / -14.27" energy_ha=-11159.94462
Mo 0.36652 -0.22960 0.13090 0.93
O 4.15754 -2.71114 3.91038 -0.04
C 4.84128 -1.84156 3.02621 -0.20
C 3.80762 -1.24756 2.05379 -0.57
C 4.53212 -0.28482 1.10626 -0.24
O 5.42608 -0.94046 0.22605 -0.04
C 2.76667 -0.53203 2.91221 -0.47
Se 1.53632 0.71577 2.03176 0.68
C 3.22670 -2.43223 1.29470 -0.44
Se 1.76524 -2.16081 0.03060 0.85
H 4.77755 -3.09952 4.53573 0.11
H 5.60857 -2.37728 2.45860 0.14
H 5.32162 -1.01901 3.56748 0.14
H 5.03055 0.49516 1.69105 0.15
H 3.79395 0.20698 0.47558 0.07
H 6.30062 -1.01057 0.62036 0.10
H 3.26721 0.09542 3.64791 0.08
H 2.16093 -1.25132 3.45459 0.08
H 2.83505 -3.17488 1.98967 0.08
H 3.99764 -2.89436 0.68218 0.08
C 0.80436 5.41396 -0.93650 -0.02
C -0.00874 4.29974 -0.33750 -0.21
C -1.18456 4.52827 0.37025 0.04
C -1.89320 3.47004 0.91762 -0.05
C -1.39155 2.20763 0.72026 -0.73
Br -2.23762 0.68731 1.45664 0.88
N -0.27828 1.94101 0.04124 -0.18
C 0.40015 2.98391 -0.46475 -0.09
H 0.38844 6.38477 -0.67765 0.09
H 0.82375 5.33644 -2.02467 0.10
H 1.83569 5.38151 -0.58329 0.10
H -1.54621 5.53999 0.50900 0.14
H -2.79927 3.61791 1.48693 0.13
H 1.32549 2.75470 -0.97419 0.11
Se -2.68401 -3.02430 -6.43206 1.24
N -3.04969 -3.30174 -4.72813 -0.20
C -2.22035 -2.56002 -4.04003 -0.33
C -2.17811 -2.53964 -2.58283 -0.06
C -2.98213 -3.34161 -1.77263 0.06
C -2.83932 -3.26831 -0.40252 0.01
C -1.91539 -2.38546 0.13366 -0.15
N -1.15504 -1.59595 -0.62755 -0.13
C -1.27181 -1.68116 -1.97190 -0.14
C -0.35735 -0.85444 -2.74724 -0.14
N 0.51799 -0.10028 -2.04043 -0.07
C 1.44453 0.59311 -2.70146 -0.10
C 1.51252 0.61470 -4.08607 0.01
C 0.60052 -0.11837 -4.81397 0.06
C -0.35019 -0.88387 -4.13575 -0.06
C -1.32219 -1.74021 -4.80478 -0.33
N -1.43353 -1.82266 -6.10610 -0.21
H -3.69213 -4.01562 -2.23531 0.14
H -3.43338 -3.88509 0.25706 0.13
H -1.77219 -2.31274 1.20346 0.11
H 2.17104 1.12849 -2.10527 0.11
H 2.28365 1.19495 -4.57327 0.13
H 0.61795 -0.13397 -5.89660 0.14



20
Properties=species:S:1:pos:R:3:lowdin_charge:R:1 method="wB97M-V/def2-TZVPD" multiplicity=3 e_lumo_ev="-6.360 / -9.896" charge=+2 fmax_ev_per_a=4.55 homo_lumo_gap_ha="0.2830 / 0.2172" homo_energy_ev="-14.06 / -15.81" energy_ha=-812.91201
C -0.14419 -3.77570 2.88143 -0.14
C 0.18368 -1.86139 1.73976 -0.26
C 0.61932 2.98386 -1.84385 -0.15
C -0.36018 1.16285 -0.74904 -0.06
C -1.07618 1.31326 -1.86255 0.03
N 1.16344 -3.75697 2.86873 -0.19
N 0.66866 2.15755 -0.66939 -0.01
N -0.66856 -2.78647 2.19381 0.01
N -0.73188 2.76278 -2.43489 0.08
S 1.74701 -2.37268 2.06020 1.06
H -0.69623 -4.67819 3.14603 0.19
H 0.73210 4.11478 -1.89875 0.17
H 1.40801 2.51238 -2.53636 0.17
H -0.38329 0.40235 -0.06258 0.08
H -1.90742 0.89335 -2.38379 0.11
H 1.75549 -4.41927 3.41154 0.18
H 1.57959 1.76722 -0.29602 0.18
H -1.62729 -2.73383 2.05444 0.16
H -1.39320 3.48954 -2.10270 0.18
H -0.86888 2.82459 -3.51603 0.23



72
Properties=species:S:1:pos:R:3:lowdin_charge:R:1 method="wB97M-V/def2-TZVPD" e_above_lowest_kcal_mol=38.3 e_lumo_ev="-0.559 / -0.559" fmax_ev_per_a=3.26 homo_lumo_gap_ha="0.1237 / 0.1237" homo_energy_ev="-3.93 / -3.93" energy_ha=-2365.62530
C -1.82730 -0.60328 1.12858 -0.11
C -2.23408 -0.12380 -0.17560 -0.18
C -1.79295 -1.10632 -1.15292 -0.13
H -2.91219 0.71366 -0.37461 0.12
C -1.24899 -2.21038 -0.41728 -0.10
C -1.27516 -1.89507 0.97223 -0.14
H -0.97984 -2.56234 1.79460 0.11
H -2.00487 -0.08792 2.08042 0.11
H -1.98690 -1.05648 -2.22897 0.11
H -0.98707 -3.17879 -0.85808 0.11
Be -0.45391 0.03727 -0.47103 0.14
Si -1.06006 0.04277 -6.98959 0.74
C -0.25686 1.54249 -7.95172 -0.36
C 1.10569 1.54079 -8.31606 -0.15
H 1.69995 0.64171 -8.13380 0.09
C 1.72536 2.63263 -8.95703 -0.12
H 2.78995 2.57540 -9.22829 0.10
C 0.97889 3.77122 -9.27191 -0.13
H 1.45427 4.60539 -9.79776 0.09
C -0.38651 3.80170 -8.94760 -0.12
H -0.97211 4.68670 -9.21916 0.09
C -0.98357 2.70986 -8.29669 -0.13
H -2.04975 2.75929 -8.07447 0.09
C 0.02362 -1.26790 -7.89852 -0.33
C -0.16855 -1.38294 -9.28522 -0.12
H -0.96685 -0.79565 -9.73724 0.09
C 0.63368 -2.22183 -10.07407 -0.09
H 0.45469 -2.27986 -11.14603 0.09
C 1.63852 -3.01378 -9.51411 -0.11
H 2.21538 -3.71474 -10.11589 0.09
C 1.85317 -2.92914 -8.14410 -0.10
H 2.59714 -3.56009 -7.64096 0.10
C 1.06484 -2.06050 -7.39840 -0.13
H 1.29684 -2.06804 -6.35314 0.03
H -2.58333 0.06185 -7.08731 -0.09
Si 2.28476 0.45620 -4.86517 0.50
C 1.09656 -1.09943 -4.54005 -0.36
C -0.31078 -1.24349 -4.64944 -0.24
H -1.02251 -0.38832 -4.78716 0.00
C -0.94081 -2.44895 -4.29680 -0.11
H -2.02546 -2.51134 -4.41950 0.11
C -0.24248 -3.50167 -3.72009 -0.11
H -0.79540 -4.36852 -3.33761 0.11
C 1.15009 -3.41026 -3.70603 -0.11
H 1.71786 -4.23376 -3.28975 0.09
C 1.80343 -2.27044 -4.17841 -0.18
H 2.89246 -2.32590 -4.26623 0.10
C 1.01570 1.90689 -4.88402 -0.30
C 0.01217 1.66777 -3.94004 -0.23
H 0.04234 0.74977 -3.34842 0.06
C -1.05086 2.54437 -3.70001 -0.11
H -1.85582 2.25029 -3.01648 0.10
C -1.03728 3.82313 -4.25097 -0.08
H -1.79228 4.56231 -3.95604 0.11
C -0.01414 4.11817 -5.15752 -0.08
H 0.03436 5.13034 -5.56363 0.11
C 0.96832 3.17999 -5.49327 -0.09
H 1.69219 3.47488 -6.24793 0.10
H 3.66043 0.44367 -5.39077 -0.02
Cl 2.88936 0.53285 -2.83152 0.33
N -0.08596 1.69361 -0.58259 0.07
C 1.31280 1.92234 -0.02413 -0.16
C 1.93204 0.61540 0.42070 -0.19
N 1.13336 -0.54820 -0.10011 0.05
H -0.15076 2.09897 -1.52041 0.08
H -0.76444 2.25888 -0.06495 0.13
H 1.91196 2.39727 -0.80505 0.10
H 1.25093 2.60108 0.83301 0.12
H 2.95472 0.52566 0.04263 0.10
H 1.92149 0.55075 1.50891 0.12
H 1.63527 -0.98028 -0.87638 0.09
H 1.07971 -1.29565 0.59640 0.12



13
Properties=species:S:1:pos:R:3:lowdin_charge:R:1 method="wB97M-V/def2-TZVPD" e_above_lowest_kcal_mol=67.0 e_lumo_ev=0.752 fmax_ev_per_a=5.38 homo_lumo_gap_ha=0.3407 homo_energy_ev=-8.52 energy_ha=-1023.69615
C -1.36250 0.53222 -0.78578 -0.18
C -0.45941 0.47762 0.82289 -0.63
C 1.81352 0.31141 -1.13460 -0.40
N -2.21828 -0.32135 -0.84625 -0.41
N -0.91785 -0.81319 1.31024 -0.31
S -2.33500 -1.41341 0.28200 0.88
S 1.31896 0.60637 0.61466 0.79
H -1.17442 1.31094 -1.48025 0.08
H -0.65004 1.27580 1.44760 0.03
H 1.65190 -0.72659 -1.43070 0.03
H 2.86821 0.61295 -1.17545 0.03
H 1.10151 0.99161 -1.73046 0.04
H -1.48508 -0.63284 2.17257 0.06



66
Properties=species:S:1:pos:R:3:lowdin_charge:R:1 method="wB97M-V/def2-TZVPD" e_above_lowest_kcal_mol=0.0 e_lumo_ev=0.599 fmax_ev_per_a=1.14 homo_lumo_gap_ha=0.3134 homo_energy_ev=-7.93 energy_ha=-1777.89638 smiles="Cc1cccc(N2CCN(S(=O)(=O)c3c(C)[nH]c(C)c3C(=O)N3CCCCC3)CC2)c1C"
C -7.14501 -0.65167 2.01569 -0.05
C -6.31227 -0.40977 0.79154 -0.24
C -6.93264 -0.12146 -0.41698 -0.06
C -6.18395 0.08653 -1.55918 -0.08
C -4.80456 0.03930 -1.49852 -0.02
C -4.16118 -0.23092 -0.29466 -0.20
C -4.92088 -0.48671 0.85566 -0.16
C -4.24613 -0.87591 2.13780 -0.04
H -3.21761 -1.16506 1.94354 0.07
H -4.25139 -0.05282 2.85329 0.09
H -4.76570 -1.71489 2.59702 0.08
N -2.75318 -0.29717 -0.19670 -0.12
C -2.12293 0.84461 0.44847 -0.14
C -0.70380 0.46529 0.87254 -0.16
N 0.06335 -0.05184 -0.23886 -0.24
S 0.79963 1.11863 -1.16918 0.70
O -0.04737 2.25762 -1.42551 -0.29
O 1.36048 0.46168 -2.31785 -0.28
C 2.08300 1.61940 -0.06599 -0.19
C 2.58879 2.88263 0.12452 -0.27
N 3.53014 2.79181 1.10625 0.14
C 3.62325 1.50465 1.56391 -0.24
C 2.74179 0.74170 0.83930 -0.10
C 2.41400 -0.69638 1.04284 -0.43
O 1.84258 -1.07481 2.05472 0.06
N 2.79469 -1.53552 0.06214 -0.04
C 3.60376 -1.18340 -1.07915 -0.15
H 3.80756 -0.11347 -1.06679 0.12
C 4.91082 -1.97969 -1.05216 -0.17
C 4.61331 -3.47593 -1.00836 -0.21
C 3.73269 -3.78657 0.19883 -0.17
C 2.46168 -2.94062 0.14121 -0.14
H 1.85483 -3.08370 1.03693 0.12
H 1.87376 -3.21294 -0.74302 0.13
H 3.46649 -4.84431 0.21744 0.11
H 4.27497 -3.55482 1.11769 0.12
H 5.54392 -4.04412 -0.95334 0.11
H 4.09301 -3.76824 -1.92323 0.11
H 5.50218 -1.73314 -1.93480 0.11
H 5.48333 -1.69682 -0.16569 0.11
H 3.04517 -1.40424 -1.99472 0.12
C 4.56659 1.10986 2.64184 0.00
H 4.54924 1.83600 3.45308 0.08
H 5.58861 1.04122 2.26576 0.08
H 4.27204 0.14040 3.03318 0.08
H 4.06877 3.56681 1.45908 0.17
C 2.25548 4.15847 -0.55532 -0.01
H 1.33156 4.02371 -1.11061 0.07
H 3.04432 4.44495 -1.25157 0.09
H 2.12955 4.96140 0.16999 0.08
C -0.61644 -1.10653 -0.95554 -0.16
H -0.00318 -1.34738 -1.82402 0.11
C -2.01648 -0.66544 -1.38842 -0.15
H -2.53099 -1.49052 -1.88535 0.13
H -1.90382 0.17558 -2.09371 0.13
H -0.68331 -1.97308 -0.29058 0.13
H -0.17638 1.34027 1.25546 0.13
H -0.71723 -0.30576 1.64873 0.13
H -2.70786 1.14166 1.31861 0.12
H -2.06089 1.69938 -0.24433 0.12
H -4.22530 0.22869 -2.38891 0.10
H -6.67437 0.30116 -2.49753 0.10
H -8.01087 -0.06712 -0.46296 0.10
H -8.19259 -0.44501 1.81156 0.07
H -7.05898 -1.68856 2.34126 0.08
H -6.81827 -0.01655 2.83759 0.08



8
Properties=species:S:1:pos:R:3:lowdin_charge:R:1 method="wB97M-V/def2-TZVPD" e_above_lowest_kcal_mol=69.0 e_lumo_ev=2.858 charge=-1 fmax_ev_per_a=4.82 homo_lumo_gap_ha=0.2702 homo_energy_ev=-4.50 energy_ha=-3200.07071
C -0.38260 1.26824 -0.21394 -0.88
C -0.42275 -0.21590 0.19758 -0.61
O 0.21171 1.75214 -1.16135 0.00
O -1.15467 1.68599 0.58753 0.02
S 1.57852 -2.06209 -0.31438 0.05
Br -1.91874 -1.21062 -0.08029 0.69
H -0.32646 -0.27584 1.31158 0.04
H 2.41500 -0.94193 -0.32674 -0.31



19
Properties=species:S:1:pos:R:3:lowdin_charge:R:1 method="wB97M-V/def2-TZVPD" e_above_lowest_kcal_mol=5.8 multiplicity=2 e_lumo_ev="-4.247 / -4.728" charge=+1 fmax_ev_per_a=3.50 homo_lumo_gap_ha="0.3171 / 0.3016" homo_energy_ev="-12.88 / -12.94" energy_ha=-669.04565
C 3.41571 -5.30594 0.21130 -0.08
C 3.15823 -4.42465 1.41965 -0.36
O 4.31581 -3.65490 1.66897 -0.11
H 2.52496 -5.91278 -0.00066 0.08
H 3.64184 -4.69471 -0.67331 0.08
H 4.26252 -5.98074 0.39815 0.09
H 2.91924 -5.04730 2.29870 0.11
H 2.29060 -3.76732 1.23432 0.10
H 4.21816 -3.07856 2.55806 0.09
O 2.52311 -2.83642 4.38126 0.12
C 1.54305 -2.06590 3.89897 -0.54
C 3.72745 -2.14893 4.26834 0.01
O 0.46756 -2.49783 3.56546 -0.21
O 1.94719 -0.82295 3.74210 0.12
C 3.34677 -0.71018 4.07643 -0.05
Tl -1.46016 -2.64484 2.71896 1.10
H 4.50428 -2.49692 4.94517 0.15
H 3.86274 -0.21154 3.24666 0.15
H 3.43606 -0.10201 4.98895 0.15



45
Properties=species:S:1:pos:R:3:lowdin_charge:R:1 method="wB97M-V/def2-TZVPD" e_above_lowest_kcal_mol=63.0 e_lumo_ev="-13.417 / -13.381" charge=+3 fmax_ev_per_a=3.60 homo_lumo_gap_ha="0.2021 / 0.1922" homo_energy_ev="-18.92 / -18.61" energy_ha=-2252.02264
C 0.94407 1.69831 1.28396 -0.12
I -1.33957 -2.33433 -1.56077 0.51
H 1.74582 2.04017 0.61226 0.02
H 1.28998 1.16862 2.17988 0.02
H 0.12271 2.41229 1.41329 0.01
Pb 0.14438 0.07255 -0.16781 0.58
P 1.89679 -1.69787 0.70417 0.73
C 1.31671 -2.67543 2.10274 -0.21
C 2.20368 -2.78151 -0.70224 -0.24
H 3.18572 -3.21373 -0.46061 0.09
H 4.10945 -1.58326 1.26969 0.09
H 2.22866 -2.17276 -1.62223 0.05
H 3.63003 -0.09974 0.28501 0.07
H 0.43226 -3.24456 1.74026 0.05
H 1.38902 -3.52292 -0.76452 0.03
C 3.38048 -0.76836 1.13366 -0.19
H 2.13201 -3.36051 2.34654 0.10
H 3.18831 -0.18665 2.05609 0.07
H 1.06422 -1.98164 2.93390 0.09
P -1.73880 1.64142 -1.13446 0.73
C -3.27752 1.52468 -0.19941 -0.20
C -1.06576 3.31919 -1.10997 -0.19
H -1.01446 0.79850 -3.26238 0.05
H -2.43000 1.96551 -3.30843 0.09
H -2.65959 0.19783 -2.80208 0.03
C -1.99199 1.07686 -2.82813 -0.24
H -0.04113 3.29606 -1.53645 0.07
H -1.78773 3.84545 -1.75583 0.09
H -3.95589 2.20568 -0.73323 0.10
H -3.11601 1.84359 0.84704 0.05
H -1.05227 3.68613 -0.06419 0.07
H -3.63348 0.47714 -0.21912 0.07
Cl 1.77257 0.76814 -2.10259 -0.03
N -5.29793 -3.59807 3.91803 0.29
C -4.52479 -2.98661 3.26954 -0.09
C -3.54515 -2.21552 2.57275 -0.14
C -3.37642 -0.87282 2.94768 0.08
C -2.38591 -0.07340 2.37171 -0.05
N -1.56992 -0.69145 1.47983 -0.05
C -1.49364 -2.01144 1.74604 -0.21
C -2.60459 -2.79342 1.73243 0.04
H -4.06391 -0.34968 3.68871 0.19
H -2.25196 1.03122 2.53839 0.16
H -0.76103 -2.30976 2.49056 0.13
H -2.57951 -3.83567 1.36031 0.17